Entry 1:
16
Properties=species:S:1:pos:R:3:nbo_charge:R:1 method="wB97M-V/def2-TZVPD" gap_ev=9.4 relative_energy_kcal_mol=50.4 e_homo_ha=-0.30745
P 2.290 0.385 0.225 0.539
C -1.665 0.236 0.075 -0.415
C -0.996 -1.166 0.055 -0.253
C 1.667 -1.318 -0.178 -0.708
C 0.262 -0.792 -0.334 0.061
C -0.667 1.401 -0.010 -0.406
C 0.624 0.769 -0.598 -0.476
H -1.024 2.237 -0.533 0.215
H -2.300 0.336 1.003 0.205
H -0.420 1.606 0.957 0.204
H 1.869 -2.028 0.585 0.230
H -2.598 0.413 -0.612 0.197
H -1.355 -1.970 0.610 0.224
H 0.792 0.997 -1.588 0.208
H 1.426 0.418 1.452 -0.051
H 2.094 -1.524 -1.109 0.225

=====

Entry 2:
17
Properties=species:S:1:pos:R:3:nbo_charge:R:1 method="wB97M-V/def2-TZVPD" gap_ev=9.5 smiles=[SiH3]Pc1ccccc1 relative_energy_kcal_mol=0.0 e_homo_ha=-0.31809
P -0.715 1.371 -1.647 0.158
Si -1.398 2.454 0.201 0.590
C 1.361 -0.170 -0.497 -0.217
C -0.398 -2.059 0.512 -0.199
C -0.876 -0.995 -0.229 -0.229
C -0.003 -0.028 -0.724 -0.316
C 1.837 -1.240 0.238 -0.199
C 0.961 -2.180 0.753 -0.214
H 1.337 -3.006 1.341 0.215
H -1.937 -0.904 -0.420 0.214
H 2.044 0.565 -0.899 0.216
H 2.898 -1.341 0.412 0.215
H 0.676 2.289 -1.742 0.002
H -1.941 3.745 -0.217 -0.151
H -1.089 -2.792 0.904 0.215
H -0.322 2.657 1.174 -0.149
H -2.435 1.634 0.839 -0.150

=====

Entry 3:
14
Properties=species:S:1:pos:R:3:nbo_charge:R:1 method="wB97M-V/def2-TZVPD" gap_ev=9.3 smiles="N#CC(C#N)C(=[N+]=C=O)N1OC1=O" relative_energy_kcal_mol=0.0 total_charge=+1 e_homo_ha=-0.60738
O -0.247 -2.416 0.025 -0.263
O -2.088 3.163 0.308 -0.303
O -2.470 -2.796 -0.678 -0.334
N 1.533 0.183 -2.461 -0.120
N 1.939 1.785 1.759 -0.160
N -0.891 -1.218 0.338 -0.158
N -0.866 1.136 0.351 -0.562
C -0.186 0.027 0.177 0.641
C 1.288 -0.013 0.068 -0.473
C 1.444 0.137 -1.328 0.207
C 1.858 1.053 0.899 0.244
C -1.471 2.201 0.325 0.997
C -1.527 -2.336 -0.281 0.950
H 1.684 -0.906 0.499 0.335

=====

Entry 4:
9
Properties=species:S:1:pos:R:3:nbo_charge:R:1 method="wB97M-V/def2-TZVPD" gap_ev=7.6 smiles="C#CC#CC(=S)C#N" e_homo_ha=-0.36219
S -1.854 0.579 2.565 0.221
N -2.710 -2.394 0.527 -0.233
C 0.615 0.391 -0.281 0.044
C 1.697 0.727 -1.089 -0.117
C -2.133 -1.452 0.836 0.229
C -0.331 0.082 0.422 0.003
C -1.421 -0.258 1.250 -0.302
C 2.635 1.037 -1.798 -0.103
H 3.502 1.288 -2.432 0.258

=====

Entry 5:
238
Properties=species:S:1:pos:R:3:lowdin_charge:R:1 method="wB97M-V/def2-TZVPD" gap_ev=2.1 relative_energy_kcal_mol=91.5 total_charge=+6 e_homo_ha=-0.37340
O 8.984 -3.870 3.216 -0.387
O -1.564 -0.119 2.971 -0.407
N -1.947 8.169 4.985 -0.208
N 6.749 -6.552 -3.586 -0.243
N 11.708 3.471 -1.649 -0.196
N 2.185 0.948 9.300 -0.221
N -9.225 -1.860 1.856 -0.242
N -0.889 -7.154 4.225 -0.210
N -11.386 0.748 -7.808 -0.218
N -1.158 3.776 -7.875 -0.210
C -1.861 0.843 0.574 -0.118
C -2.192 -6.764 0.379 -0.079
C 2.332 -0.344 8.515 0.022
C 8.744 -2.536 3.589 -0.716
C 8.746 -2.292 5.097 -0.124
C 0.158 2.656 -6.136 -0.140
C -3.631 6.746 3.996 -0.113
C 6.132 -8.868 -6.728 -0.096
C 7.881 -7.396 -2.889 0.046
C 9.230 2.877 -1.829 -0.239
C 5.668 -4.421 -3.492 -0.151
C -13.191 -0.953 -7.629 -0.166
C 0.623 7.121 2.174 -0.087
C -1.887 -6.272 5.070 0.059
C 0.769 1.050 9.937 -0.087
C -1.559 2.617 -8.880 -0.116
C 12.365 2.200 -0.952 -0.036
C 5.572 -6.678 -2.645 -0.095
C -8.802 -4.153 2.850 -0.113
C -12.266 -0.123 -6.823 -0.107
C -1.922 -6.419 1.865 -0.240
C 12.624 4.564 -1.023 -0.084
C -9.034 0.267 -6.567 -0.259
C -0.372 -8.367 5.016 -0.107
C -7.922 -0.704 -6.421 -0.097
C -8.656 0.563 1.165 -0.218
C -3.152 6.198 5.406 -0.148
C 2.387 1.802 11.571 -0.163
C -1.540 -7.597 2.782 -0.064
C 11.845 3.345 -3.158 0.019
C 7.541 -1.901 2.923 -0.131
C 13.009 2.718 0.372 -0.170
C -8.553 -1.704 3.244 -0.061
C 3.899 2.326 7.947 -0.201
C -1.130 0.752 1.925 -0.712
C -12.767 -0.868 -9.074 -0.133
C 3.055 0.873 10.589 -0.105
C 0.330 0.555 1.678 -0.150
C 0.767 -7.851 5.899 -0.159
C -11.289 2.235 -7.489 0.036
C 0.852 1.619 11.411 -0.095
C 0.436 -6.420 3.859 -0.079
C -8.225 1.660 0.103 -0.069
C 13.713 3.869 -0.198 -0.210
C -9.880 0.192 -7.875 -0.065
C -10.774 -1.702 1.938 0.066
C -0.223 8.167 2.994 -0.180
C -0.634 1.663 -11.010 -0.083
C 10.231 3.807 -1.212 -0.115
C -0.754 7.379 4.325 -0.081
C -2.066 5.006 -8.053 0.042
C -2.369 7.285 6.150 -0.112
C -8.630 -0.897 0.807 -0.134
C 6.413 -8.497 -5.305 -0.249
C 7.056 -5.087 -3.656 -0.091
C 7.865 3.149 -1.141 -0.073
C 0.323 4.111 -7.971 -0.114
C 6.434 -6.986 -5.090 -0.070
C -1.289 3.131 -6.406 -0.038
C -1.520 9.702 5.316 0.088
C -8.877 -3.296 1.512 -0.088
C -1.384 2.800 -10.343 -0.275
C 1.389 -6.781 5.020 -0.136
C 1.092 3.027 -7.272 -0.157
C -8.748 -3.102 3.937 -0.168
C -12.155 0.571 -9.178 -0.067
C 4.671 -5.483 -2.992 -0.134
C 2.442 2.293 8.513 -0.084
C 4.042 3.444 6.861 -0.083
C -3.244 8.234 4.080 -0.076
H 4.523 2.536 8.816 0.106
H 11.543 4.321 -3.539 0.108
H 9.632 -1.983 3.283 0.080
H 1.287 -8.794 6.067 0.129
H -7.491 -1.533 3.064 0.136
H -10.769 2.351 -6.538 0.098
H 1.948 -1.164 9.122 0.104
H 6.941 -8.475 -7.345 0.085
H 0.436 -0.438 1.242 0.063
H -1.167 -8.895 5.541 0.141
H 6.853 -2.690 2.620 0.043
H -7.903 -3.323 1.023 0.126
H -0.107 6.328 2.008 0.070
H 7.449 3.901 -1.812 0.074
H -1.582 -6.153 6.110 0.107
H 4.113 -5.624 -3.918 0.102
H -3.009 7.901 6.782 0.133
H -10.032 -0.844 -8.180 0.126
H 8.759 -1.211 5.240 0.048
H 5.763 -3.614 -2.764 0.114
H 2.739 1.609 12.584 0.133
H -2.938 0.725 0.695 0.043
H 5.548 -8.856 -4.746 0.109
H -9.612 -3.680 0.806 0.130
H 7.505 -5.031 -2.664 0.128
H 10.048 4.858 -1.438 0.144
H 0.263 -5.351 3.735 0.134
H -3.064 8.720 3.121 0.122
H 0.139 -9.025 4.312 0.137
H -9.219 -1.122 -0.082 0.135
H 0.936 7.463 1.187 0.074
H 8.717 -7.355 -3.587 0.111
H 1.545 6.924 2.721 0.080
H 0.520 5.038 -7.432 0.144
H -1.653 1.743 -0.003 0.050
H 7.921 -2.839 5.552 0.055
H -1.653 -0.023 -0.055 0.048
H -14.086 -0.367 -7.420 0.134
H 12.388 3.062 1.199 0.124
H -12.734 0.496 -6.058 0.135
H 1.659 -6.066 5.797 0.122
H -1.218 0.802 -10.684 0.080
H -11.029 -0.670 2.178 0.098
H 0.629 4.157 -9.016 0.137
H 9.241 2.801 -2.917 0.104
H 5.233 -8.469 -7.199 0.085
H -0.649 1.703 -12.099 0.093
H 14.124 4.561 0.536 0.138
H 11.237 2.604 -3.676 0.102
H 13.234 1.780 -1.459 0.141
H 5.450 -6.577 -5.320 0.128
H 6.907 -1.222 3.495 0.040
H -12.273 2.704 -7.492 0.114
H -1.004 1.700 -8.683 0.125
H 13.705 2.083 0.919 0.139
H 7.748 -4.723 -4.415 0.145
H 2.914 -0.155 10.923 0.131
H -2.021 5.264 -9.111 0.107
H -10.723 2.389 -8.408 0.105
H 4.014 -5.190 -2.174 0.123
H -9.609 -4.868 3.012 0.126
H -1.058 8.501 2.378 0.098
H 7.164 2.315 -1.120 0.078
H -4.057 6.013 5.985 0.113
H -1.278 -7.152 -0.071 0.075
H -13.122 -1.974 -7.254 0.134
H -0.804 -8.232 2.288 0.121
H -7.900 0.763 1.923 0.112
H -0.614 9.959 4.767 0.081
H 3.304 -0.582 8.082 0.111
H 0.755 -6.872 2.920 0.123
H 0.480 3.229 -5.267 0.121
H 11.562 1.532 -0.640 0.125
H 2.286 3.193 9.107 0.131
H -2.300 2.731 -6.330 0.130
H -4.672 6.501 3.789 0.123
H -11.952 -1.543 -9.336 0.116
H 9.600 1.869 -1.639 0.105
H -2.936 -7.551 0.253 0.078
H -2.629 5.242 5.442 0.116
H -7.296 -0.509 -5.551 0.080
H -0.998 6.327 4.183 0.112
H 7.272 -9.014 -4.878 0.113
H 14.563 3.549 -0.802 0.127
H 12.911 3.291 -3.380 0.112
H -8.940 -0.899 3.868 0.138
H 0.854 0.655 2.629 0.060
H -1.218 -5.594 1.759 0.106
H 0.404 1.450 -10.753 0.084
H -2.360 -5.845 -0.183 0.080
H -2.673 -7.026 5.116 0.093
H -8.353 -1.687 -6.230 0.090
H 5.062 3.512 6.483 0.079
H 1.176 2.214 -7.993 0.113
H -9.458 0.679 -8.754 0.128
H -2.331 3.004 -10.843 0.122
H -11.597 0.676 -10.108 0.140
H -1.520 4.007 -5.801 0.114
H 2.068 3.342 -6.903 0.137
H 0.511 0.752 11.977 0.118
H 5.290 -3.846 -4.337 0.111
H -2.642 -5.807 2.408 0.095
H 0.480 -7.527 6.899 0.117
H -7.959 -3.284 4.667 0.119
H -1.059 1.785 2.264 0.076
H 5.158 -7.676 -2.791 0.136
H -0.881 3.708 -10.674 0.112
H 0.380 2.579 11.624 0.119
H -2.379 -5.436 4.574 0.098
H 0.093 7.414 5.011 0.129
H -7.610 -1.218 0.592 0.134
H 0.037 1.595 9.342 0.126
H -4.025 8.798 4.592 0.135
H -11.226 -1.953 0.979 0.111
H 7.834 -1.497 1.954 0.041
H 0.501 8.886 3.378 0.094
H -7.240 1.331 -0.230 0.069
H 1.659 2.247 7.757 0.125
H 0.799 1.328 1.070 0.054
H -1.312 9.838 6.377 0.101
H 4.204 1.382 7.496 0.105
H 7.155 -6.524 -5.764 0.135
H 4.143 0.914 10.643 0.145
H -13.602 -0.814 -9.773 0.134
H 3.733 4.467 7.075 0.073
H -2.950 6.263 3.296 0.100
H 6.061 -9.940 -6.909 0.092
H -8.825 1.602 -0.805 0.066
H -9.670 0.849 1.444 0.104
H -11.098 -2.307 2.785 0.112
H -11.651 -0.815 -6.247 0.116
H -9.597 -3.133 4.620 0.115
H -7.212 -0.575 -7.238 0.088
H 12.121 4.958 -0.140 0.125
H 3.442 3.033 6.050 0.072
H 10.227 3.647 -0.134 0.132
H 5.960 -6.509 -1.641 0.142
H -2.366 10.340 5.062 0.098
H -3.075 4.707 -7.771 0.105
H 0.298 1.581 -6.022 0.121
H -13.059 1.179 -9.169 0.135
H -7.786 -4.544 2.906 0.114
H 7.593 -8.440 -2.772 0.103
H 2.617 2.839 11.328 0.110
H 8.259 -7.017 -1.939 0.115
H -8.758 1.284 -6.287 0.107
H -8.217 2.681 0.482 0.082
H -1.741 5.844 -7.437 0.109
H -1.540 7.014 6.804 0.136
H 13.008 5.358 -1.664 0.143
H 9.592 -2.649 5.684 0.060
H -2.621 2.373 -8.838 0.137
H 1.557 -0.270 7.752 0.110
H -2.358 -8.255 3.076 0.129
H 0.361 0.041 9.889 0.118
H 2.273 -7.122 4.481 0.124
H 7.846 3.602 -0.150 0.080
H -9.793 0.163 -5.793 0.096